{
  "formula": "C17H38GeO4STi",
  "method": "wB97M-V/def2-TZVPD",
  "symbols": ["Ti", "C", "C", "C", "C", "O", "Ge", "O", "C", "C", "C", "C", "O", "C", "C", "C", "C", "H", "H", "H", "H", "H", "H", "H", "H", "H", "H", "H", "H", "H", "H", "H", "H", "H", "H", "H", "H", "H", "H", "H", "H", "H", "H", "H", "C", "H", "H", "H", "O", "S", "C", "C", "C", "C", "H", "H", "H", "H", "H", "H", "H", "H"],
  "xyz": [[0.1633, 0.3860, 0.0245], [3.9777, -0.3240, -0.6485], [2.9093, -0.9658, 0.2127], [2.7477, -0.2287, 1.5321], [3.1899, -2.4376, 0.4450], [1.6476, -0.8200, -0.5291], [0.2883, -2.2260, -0.8119], [-0.4272, -1.4200, 0.7969], [-1.5988, -1.9846, 1.4811], [-1.1309, -2.4257, 2.8544], [-2.1367, -3.1660, 0.6872], [-2.6683, -0.9072, 1.5830], [-0.7003, -0.6969, -1.5445], [-0.9889, -0.4495, -2.9579], [-2.5006, -0.4085, -3.0841], [-0.3735, 0.8702, -3.3770], [-0.4023, -1.5834, -3.7848], [4.9320, -0.3157, -0.1202], [3.7023, 0.7047, -0.8852], [4.1036, -0.8730, -1.5823], [3.6583, -0.2986, 2.1275], [1.9334, -0.6575, 2.1216], [2.5500, 0.8356, 1.3642], [4.1368, -2.5520, 0.9734], [3.2630, -2.9812, -0.4988], [2.4112, -2.9007, 1.0572], [-0.4196, -3.2500, 2.7786], [-1.9794, -2.7586, 3.4541], [-0.6473, -1.5971, 3.3722], [-1.3981, -3.9661, 0.6006], [-2.4492, -2.8611, -0.3161], [-3.0082, -3.5807, 1.1936], [-2.4305, -0.1772, 2.3537], [-3.6316, -1.3569, 1.8257], [-2.7840, -0.3899, 0.6265], [-2.9195, 0.3215, -2.3893], [-2.9370, -1.3829, -2.8613], [-2.7921, -0.1250, -4.0965], [-0.7984, 1.6955, -2.8037], [-0.5748, 1.0458, -4.4354], [0.7060, 0.8663, -3.2211], [-0.8420, -2.5443, -3.5108], [0.6818, -1.6446, -3.6586], [-0.6035, -1.4161, -4.8434], [-0.3125, 1.4146, 1.8554], [-1.3345, 1.7943, 1.7531], [0.3882, 2.2283, 2.0215], [-0.2988, 0.7219, 2.6999], [0.6984, 1.9131, -0.5729], [0.0493, 3.8661, -1.1232], [1.5166, 3.9772, -2.1814], [1.1784, 4.9441, -3.3095], [-0.2780, 4.6714, -3.6782], [-1.0390, 4.6526, -2.3635], [1.7141, 2.9696, -2.5445], [2.3499, 4.2862, -1.5540], [1.8497, 4.7884, -4.1533], [1.2968, 5.9770, -2.9767], [-0.3648, 3.7043, -4.1768], [-0.6775, 5.4299, -4.3511], [-1.9927, 4.1274, -2.3846], [-1.2012, 5.6568, -1.9621]],
  "e_homo_ev": [-11.71, -11.89],
  "molar_mass_g_mol": 459.0,
  "s_squared": 0.75,
  "multiplicity": 2,
  "total_energy_ha": -4295.93641,
  "charge": 1,
  "homo_lumo_gap_ha": [0.323, 0.264]
}